Entry 1:
The following is a quantum chemistry calculation of a molecular structure, C38H35Cl2N8O4Sc in a non-equilibrium geometry, from the Open Molecules 2025 dataset.

```
88
Properties=species:S:1:pos:R:3:lowdin_charge:R:1
Sc -0.1495 -1.1437 1.1887 1.072
Cl -0.7551 7.8498 1.6032 0.703
Cl -2.2723 3.2923 -0.8814 0.782
O -1.2778 2.6300 2.5071 0.004
O -2.3064 -1.0684 1.6910 -0.011
O 1.3782 -0.4522 2.3858 -0.240
O -0.4573 0.9196 1.3461 -0.143
N 3.6444 -1.2756 1.9706 0.143
N -0.5070 4.9581 0.9094 0.065
N 0.3771 -2.6413 3.2143 -0.065
N -3.4603 -1.6180 -0.1776 0.107
N 1.8676 -1.6263 0.6096 0.008
N -0.4324 -5.8155 1.4625 0.176
N -0.6274 -0.3863 -0.9064 0.058
N -0.0090 -3.7520 0.7574 0.132
C 0.5257 4.4620 0.1137 -0.226
C 1.8515 -2.4474 3.1651 -0.115
C -0.4870 -6.5658 -2.2018 -0.083
C 5.3255 -0.9261 0.1188 -0.050
C -3.3703 -1.1053 1.0667 -0.464
C 2.9648 -1.4777 -0.1705 -0.253
C -0.1568 -4.5168 1.7941 -0.283
C -0.2698 1.1402 -2.6990 -0.038
C -0.1696 -4.5729 -0.3300 -0.237
C 5.4568 -0.9112 -1.2842 -0.141
C -1.5560 -1.0180 -1.6421 -0.252
C 2.6322 3.5114 -1.4699 -0.101
C -3.7387 6.9921 -0.8819 -0.083
C -1.1992 0.4694 -3.4705 -0.040
C 2.3468 2.9331 -0.2385 -0.054
C -0.1517 -5.2614 -2.6100 -0.070
C 0.0181 -4.2637 -1.6699 -0.011
C -2.4767 4.9864 -0.5641 -0.559
C 4.0920 -1.1963 0.6527 -0.206
C -2.3033 -2.1016 -0.9182 -0.117
C -1.8604 -0.6296 -2.9315 -0.010
C -0.4490 -5.8805 0.0584 -0.167
C -4.6308 -0.5576 1.6671 0.032
C -1.8213 6.9837 0.5503 -0.591
C 3.1036 -1.4397 -1.5486 -0.054
C 2.2172 -1.5195 1.9842 -0.630
C 0.8228 5.0535 -1.1158 -0.033
C 1.3054 3.3801 0.5675 -0.156
C -0.0153 -4.0594 3.2099 -0.122
C -0.0097 0.6755 -1.4197 -0.090
C -2.8845 7.6635 -0.0242 -0.111
C 1.0420 2.6830 1.8838 -0.037
C -0.6277 -6.9005 -0.8618 -0.019
C 4.3663 -1.1559 -2.0935 -0.140
C 1.8607 4.5788 -1.9020 -0.103
C -0.3509 2.0372 1.9449 -0.611
C -3.5387 5.6486 -1.1556 -0.111
C -1.5816 5.6331 0.2954 -0.312
H -2.6263 -2.8799 -1.6132 0.138
H -2.6053 -1.1695 -3.5022 0.116
H 2.9565 2.1094 0.1206 0.120
H 2.2512 -1.6339 -2.1921 0.084
H 0.7287 -4.7010 3.6989 0.125
H 0.7042 1.1585 -0.7712 0.104
H 4.4843 -1.1283 -3.1703 0.086
H 6.4206 -0.6947 -1.7268 0.084
H 3.4563 3.1426 -2.0674 0.099
H -5.3741 -1.3468 1.7842 0.092
H -5.0472 0.2149 1.0193 0.096
H 0.3220 -3.2614 -1.9564 0.110
H -1.6395 -2.5903 -0.2111 0.069
H 2.3730 -3.4016 3.2367 0.116
H -4.5682 7.5170 -1.3366 0.106
H -1.4172 0.7985 -4.4782 0.114
H 2.0701 5.0571 -2.8512 0.098
H -0.5506 -6.5728 2.1114 0.161
H -0.9513 -4.2132 3.7505 0.131
H -0.6110 -7.3359 -2.9512 0.101
H 1.7677 1.8780 2.0000 0.103
H -0.8142 4.3295 1.6547 0.106
H 4.2355 -1.2758 2.7792 0.134
H -4.2032 5.1065 -1.8137 0.099
H 2.1637 -1.8216 4.0003 0.123
H 0.2318 5.8951 -1.4565 0.113
H -0.8473 -7.9130 -0.5516 0.109
H -4.3934 -0.1204 2.6315 0.098
H -3.0287 8.7101 0.2028 0.102
H 6.1759 -0.7088 0.7546 0.097
H 1.1357 3.3670 2.7301 0.130
H -0.0039 -5.0469 -3.6588 0.104
H -4.3155 -1.4623 -0.6853 0.153
H -0.0331 -2.2135 4.0314 0.124
H 0.2576 2.0119 -3.0619 0.113
```

Net charge   0
Lowest unoccupied orbital energy   -0.2 eV
HOMO-LUMO gap   5.371 eV
ΔE to the lowest compared entry with this formula, charge and spin   1.7603 eV
HOMO   -5.555 eV

Entry 2:
The following is a quantum chemistry calculation of a molecular structure, C38H35ClN2RhSi2 in a non-equilibrium geometry, from the Open Molecules 2025 dataset.

```
79
Properties=species:S:1:pos:R:3:lowdin_spin:R:1
Rh -0.7969 -0.8701 3.1000 1.961
Cl 0.8480 0.4519 1.2806 0.093
Si -1.0660 -0.4585 -3.3176 0.089
Si 1.3252 0.7604 -0.9514 0.054
N 1.4959 -1.6316 3.9972 0.075
N 0.3204 0.7294 4.5755 0.057
C -1.2392 -1.1212 -1.3569 0.117
C 0.0433 -2.8510 -6.5077 0.000
C -2.4388 -1.2275 2.0179 0.144
C 0.4420 3.4531 -5.5733 0.001
C -2.0886 3.9867 -0.7001 0.000
C -0.9639 4.2864 -1.4883 0.000
C 0.9530 -2.3501 -3.9241 0.007
C -0.5451 1.2042 -4.2201 0.003
C -0.1707 -1.6694 -4.3904 0.004
C 0.0610 3.3384 -1.6438 0.001
C -1.8976 -2.4103 -1.1057 0.154
C 1.5621 -3.3648 -4.6585 0.001
C -0.0288 2.1009 -1.0087 0.002
C -2.7531 -0.5581 3.2540 0.142
C 3.6643 -0.4069 6.8165 0.000
C -0.9225 3.3736 -5.2506 0.001
C -1.2167 -3.4975 -0.6074 0.019
C -0.6190 -1.8973 -5.7104 0.002
C 3.1209 -1.2762 5.8539 0.006
C -1.1757 1.8194 -0.2303 0.004
C 0.8650 -2.2098 -0.7870 -0.016
C 1.5160 2.6342 6.2753 0.002
C -1.6538 -2.5402 3.7725 0.166
C 2.0457 -0.8672 5.0908 0.002
C 3.1685 0.8795 6.9612 0.005
C 0.4403 2.9662 5.4717 0.001
C 1.0965 -3.6125 -5.9572 0.001
C -2.2982 -1.3891 4.3379 0.141
C 0.7813 1.2267 -4.6738 0.002
C 2.0500 1.3167 6.2125 0.001
C 0.2236 -0.9924 -1.1859 0.257
C 0.1801 -3.3806 -0.4462 0.210
C -2.1918 2.7505 -0.0362 0.000
C 1.3982 0.3725 5.3378 0.004
C -0.1268 1.9924 4.6233 0.011
C -1.4314 2.2321 -4.6158 0.002
C 1.2957 2.3784 -5.2868 0.001
C -1.7783 -2.4493 2.3479 0.112
H -1.3117 0.8337 0.2389 0.002
H 3.6096 1.5701 7.6804 0.000
H -3.0612 2.4730 0.5798 0.000
H 0.8551 4.3601 -6.0252 0.000
H 2.7375 1.1599 -0.7508 0.006
H -2.3755 -1.1410 5.4012 0.012
H -0.9302 5.2452 -2.0191 0.000
H 0.6875 -4.2519 -0.0241 0.013
H -2.9868 -2.4386 -1.3082 0.006
H -2.6505 -0.8629 1.0090 0.019
H 1.5766 -4.4130 -6.5126 0.000
H -1.7492 -4.4365 -0.4173 -0.002
H 1.4239 0.3434 -4.5336 0.001
H -1.3677 -3.1485 1.6276 0.013
H 1.3576 -2.0800 -2.9479 0.004
H -1.5776 4.2160 -5.5028 0.000
H -3.2891 0.3725 3.3357 0.019
H -1.1979 -3.3496 4.3269 0.016
H -2.4487 -0.2797 -3.6768 0.017
H 1.9124 -1.3867 3.0946 0.003
H 1.9653 -2.1951 -0.7408 -0.004
H -0.2460 -3.0475 -7.5435 0.000
H 2.3770 -3.9184 -4.1798 0.000
H 0.0130 3.9692 5.4533 0.000
H -1.9713 -0.2799 -1.2782 0.028
H 1.6669 -2.6304 4.0755 0.000
H -2.5052 2.1323 -4.4153 0.001
H 1.9809 3.3753 6.9335 0.000
H -0.9809 2.2190 3.9672 0.003
H 3.5852 -2.2356 5.6442 0.001
H 2.3627 2.4106 -5.5274 0.000
H -2.9236 4.6865 -0.6200 0.000
H 0.8965 3.5533 -2.3108 0.000
H -1.4587 -1.3247 -6.1344 0.001
H 4.5298 -0.7222 7.4084 0.000
```

Net charge   +1
Lowest unoccupied orbital energy (spin up / spin down)   -2.8 / -4.8 eV
Spin multiplicity   5
HOMO-LUMO gap (spin up / spin down)   5.509 / 6.013 eV
ΔE to the lowest compared entry with this formula, charge and spin   2.0157 eV
HOMO (spin up / spin down)   -8.313 / -10.803 eV